118
Properties=species:S:1:pos:R:3 method="wB97M-V/def2-TZVPD" total_charge=-1 s2=1.788 de_lowest_kcal_mol=12.78 multiplicity=2
Cd -0.2329 -0.9351 0.3876
Ge 1.1210 0.8257 -4.0154
P -0.9728 0.8326 3.4495
Si 0.8434 -1.0723 -5.4825
Si 2.0152 3.1786 -4.1520
Si -3.8037 1.5807 -2.4257
O -1.1223 1.7521 -1.3975
O 4.5546 0.0830 3.0261
O 1.9142 -1.5105 0.3982
O -0.8824 0.4415 1.9683
O 2.6309 -0.9803 2.9423
O 1.2478 0.0453 -2.0326
O 7.8655 -1.6929 -0.3699
O 2.9637 0.2084 -3.3775
O -2.2538 0.0242 -0.5434
O 7.2043 -1.0246 -2.3371
N 0.3543 1.7981 3.7589
N -0.9855 -0.3734 4.5682
N -0.7738 -3.0665 0.6606
N -2.4467 1.5609 3.6850
N -2.1700 1.0473 -1.3468
N 3.7039 -0.6582 2.4418
N 7.0258 -1.2226 -1.1505
C -0.0250 -6.1969 1.4000
C 1.1965 3.8927 -5.6793
C -4.2123 3.0405 4.4727
C 0.6244 2.6326 4.9797
C -1.1528 -4.1763 0.6828
C 4.8457 -0.5108 -1.4653
C -1.1523 -5.6503 0.4772
C 0.1158 -2.2733 5.3909
C 0.2636 -0.7446 5.2964
C -3.0989 2.0784 4.9050
C 2.0393 3.4257 3.1831
C -2.5430 -6.2425 0.7402
C -4.1391 3.0261 2.9395
C 3.4501 -0.4778 -1.1795
C 1.2051 -0.5779 -7.2251
C 2.5226 -0.0471 -2.1865
C -5.1651 0.3931 -2.0095
C 3.0512 -0.9888 0.0734
C -3.3984 1.3369 -4.1943
C 4.1188 -0.9728 1.0989
C -2.0497 -1.3487 4.7341
C -1.4365 -2.5500 5.4393
C 0.9903 2.4058 2.5900
C -0.9171 -1.6241 -5.2064
C 3.8300 3.0352 -4.6001
C 2.0303 3.2354 4.6989
C -3.3128 1.8122 2.5144
C -0.8044 -5.8435 -0.9969
C 5.7541 -0.9272 -0.5040
C 1.4901 4.0237 -2.5909
C 1.8576 -2.5203 -4.9404
C -3.8258 3.3331 -1.7492
C 5.4536 -1.1172 0.8327
H 4.4950 2.5735 -3.8074
H -0.9511 -2.7006 -5.5633
H -1.7563 -2.6270 6.5009
H 2.9141 -2.2507 -4.7426
H 2.1694 4.1592 5.2480
H 3.9516 2.4030 -5.5189
H -1.7015 -1.0690 -5.6951
H -3.8601 0.4053 -4.4237
H 0.2399 -0.3813 -7.7368
H -5.5647 0.0444 -2.9707
H 0.5936 1.9966 5.8489
H -2.8285 3.7791 -1.8657
H 1.7575 -3.3219 -5.6769
H 1.6175 3.3733 -6.5639
H -5.1244 3.0109 2.4279
H -5.9078 0.8362 -1.3274
H -2.3411 1.4477 -4.4151
H 0.9909 3.2011 -2.0060
H 2.8386 2.5384 5.0345
H -2.7681 1.8269 1.6103
H 0.0789 -7.2868 1.3207
H 6.1398 -1.4220 1.6146
H -4.1300 3.4436 -0.6713
H -3.8768 2.1492 -4.8422
H -0.5847 -6.9039 -1.2342
H -5.2048 2.7470 4.8583
H 4.2084 4.0347 -4.9309
H -2.5624 -7.3616 0.5470
H -0.1368 -5.8861 2.4760
H 0.9158 -5.7303 1.0806
H -1.1574 -1.6529 -4.1558
H 1.5124 1.6697 1.9452
H -4.0366 0.9588 2.4028
H -2.4469 -1.6494 3.7549
H 0.1570 -0.3472 6.2999
H -3.6123 1.2473 5.4179
H 1.5141 -2.9343 -3.9654
H 1.8913 0.3434 -7.2589
H 0.8231 4.8673 -2.7272
H 1.1277 -0.3378 4.7344
H -2.7346 -6.1888 1.8224
H 1.7191 4.4515 2.8715
H 0.5300 -2.7920 4.5428
H 1.7559 -1.4144 -7.7018
H 3.0492 3.2587 2.7311
H 2.3297 4.4360 -1.9890
H -0.0852 3.4789 5.0105
H -2.4039 2.5379 5.5562
H 0.6028 -2.6546 6.3218
H 5.1411 -0.3439 -2.4573
H -4.5750 3.8464 -2.3651
H 0.2624 2.8517 1.9309
H 0.1013 -5.2647 -1.2439
H -1.6965 -3.4838 4.9781
H -2.8999 -0.8221 5.2754
H -1.6973 -5.5317 -1.6015
H -4.6904 -0.4371 -1.5448
H 1.5209 4.9294 -5.7107
H -3.3578 -5.6845 0.1909
H 0.0826 3.8922 -5.6771
H -3.6736 3.9576 2.6241
H -4.0721 4.0601 4.8342

=====

108
Properties=species:S:1:pos:R:3 method="wB97M-V/def2-TZVPD" total_charge=-1 multiplicity=1
Cl 0.0030 1.2743 4.1172
F -0.1585 1.1676 -2.2609
O 1.4812 -6.2045 3.1514
O 3.6427 2.5276 -5.6324
O -4.2875 -3.4310 -2.3142
O -2.5315 -0.2551 0.6308
O -2.6689 -3.7739 2.7311
O 6.0134 3.1007 -0.7516
O -2.7612 0.5798 2.7175
O 0.5095 6.4034 0.7427
O -2.2276 4.6055 1.5717
O 2.3789 5.3991 -0.0451
N -0.9606 2.6313 1.7602
C -4.6338 -5.0810 2.8130
C 1.1699 -7.4568 3.7582
C -2.2407 3.1933 1.4082
C -4.3857 5.3364 0.6745
C -4.2473 -4.8692 1.3507
C -3.3099 -3.6750 1.4571
C 5.4456 4.3615 -0.3589
C -0.8116 1.2213 1.4569
C 6.7667 4.7507 -2.2740
C -3.7217 -4.4576 -3.1252
C 0.1509 -7.4301 1.6258
C 0.1864 0.5725 2.4819
C -2.8508 5.2975 0.5298
C -3.3291 -4.7489 3.5302
C -2.6005 -3.8094 -3.9278
C 6.3046 5.4423 -0.9961
C 6.9585 3.3164 -1.7997
C -3.4360 -2.2720 -2.3379
C 2.5461 3.4134 -3.7305
C -0.2158 0.8862 0.0745
C 3.0190 3.7185 -5.1454
C 0.1920 3.4704 1.5496
C 0.1595 -0.9635 2.4951
C 3.8399 1.6128 -4.5472
C -0.0502 -8.0006 3.0265
C 3.5865 2.3989 -3.2703
C -0.4989 -1.6149 3.7204
C 0.3999 4.0665 0.1250
C -2.1279 -2.7161 -2.9725
C 0.7411 -6.0611 1.9339
C -0.9833 1.3612 -1.1241
C -2.1674 0.4430 1.6209
C 1.2026 5.3207 0.2336
H 1.5576 2.9486 -3.7530
H 1.1993 -1.2817 2.5242
H -0.1106 -9.0881 3.0551
H -0.7641 -7.3720 1.0379
H 2.0320 -8.1246 3.6402
H -3.3037 -1.8916 -1.3238
H -5.4101 -4.3683 3.0995
H 7.6713 5.1775 -2.7062
H 7.1642 5.6692 -0.3598
H 0.9933 -7.3054 4.8240
H -2.5472 -3.6555 0.6770
H 4.4966 2.9136 -2.9578
H 1.1774 0.8713 2.1595
H -2.5845 4.8983 -0.4513
H -1.8817 0.7870 -1.2948
H 3.7631 4.5246 -5.1505
H 3.1241 0.7911 -4.6550
H -0.5317 4.2718 -0.3850
H -1.3672 -1.0704 4.0586
H 0.1147 4.3133 2.2296
H -1.4683 -3.1423 -2.2130
H 3.2515 1.7726 -2.4457
H 0.2617 -1.6952 4.4897
H -1.8204 -4.5158 -4.2112
H 0.8727 -8.0388 1.0748
H -0.7717 -2.6297 3.4689
H -0.0535 -0.1740 -0.0548
H -3.7083 -5.7455 0.9764
H -4.9949 -6.0859 3.0342
H -3.9275 -1.4990 -2.9391
H -1.5989 -1.9004 -3.4622
H 0.2363 6.9868 0.0319
H -3.3331 -5.2450 -2.4674
H 5.7561 6.3667 -1.1696
H 2.2042 3.9966 -5.8155
H 4.8493 1.2017 -4.6008
H 0.7757 1.3422 0.0155
H -0.2591 -1.3778 1.5856
H -1.2171 2.4192 -1.1176
H -3.0019 -3.3605 -4.8400
H 1.4062 -5.6993 1.1492
H -2.6827 -5.6342 3.6083
H 1.1108 2.9683 1.8218
H -4.5010 -4.8890 -3.7571
H 4.4201 4.4073 -0.7256
H -4.8946 4.8329 -0.1362
H -0.0450 -5.3152 2.0933
H -2.9772 2.7970 2.1006
H -3.4854 -4.3470 4.5327
H -4.7098 6.3674 0.7525
H -2.6034 2.9302 0.4066
H -0.9645 -7.5958 3.4665
H -5.0918 -4.6829 0.6897
H 7.9653 3.1641 -1.3933
H 5.9754 4.7948 -3.0271
H -4.6240 4.8690 1.6215
H -2.4759 6.3171 0.5506
H 5.4257 4.4214 0.7292
H 2.4904 4.3010 -3.1003
H 6.7911 2.5854 -2.5935
H 0.9888 3.3988 -0.4940
H -3.8556 -2.7282 1.4214

=====

116
Properties=species:S:1:pos:R:3 method="wB97M-V/def2-TZVPD" total_charge=-2 de_lowest_kcal_mol=4.53 multiplicity=1
Se -1.7997 -3.0500 2.4018
K 0.0532 0.1391 0.3099
S 2.6987 -2.9037 1.1703
P -0.2077 1.7587 -4.2923
O 2.9885 0.7545 3.6491
O -0.2694 2.1569 -2.8756
O 1.7107 -0.2714 -1.4922
O -0.7241 3.6825 1.2431
O -2.1001 1.2707 0.8474
O 1.1559 0.0909 2.5281
O -3.9996 0.6259 1.8721
O -2.4542 -0.4435 -1.1214
O 3.6907 0.3269 -2.3782
N 0.0096 0.1806 -4.7628
N 2.0433 1.8786 0.3870
N -1.6791 2.1204 -5.0075
N 0.7082 -2.7924 3.6976
N -0.5979 -1.0982 4.1258
N 3.9630 -5.1025 1.9181
N 1.0362 2.5433 -5.0790
N 4.6900 -3.1430 2.9129
C -1.8304 2.1201 -6.4408
C -1.0644 -0.7526 -4.4231
C 8.2678 -5.7356 2.7920
C 1.6423 2.1329 -6.3251
C -0.5182 -2.2610 3.4444
C -3.6305 -0.0696 -0.3831
C 1.7965 3.5624 -4.3735
C 2.2755 0.6506 2.6262
C 0.9844 0.1508 5.6400
C 2.2579 0.0697 6.1850
C 7.6190 -6.2465 1.5084
C 6.9802 -1.2414 2.0995
C -2.6597 2.9124 -4.2931
C 2.9251 1.1837 1.3146
C -4.4618 -1.3085 -0.0940
C -1.6439 -0.1025 3.9766
C 6.3035 -5.5455 1.1814
C 1.3153 -0.4535 -4.4975
C 2.7039 -2.0311 5.0568
C 3.8480 -3.7282 2.0343
C 5.1864 -5.8308 2.1859
C 2.5930 1.8961 -0.9613
C 2.6844 0.5050 -1.6597
C 0.3370 3.7113 0.3044
C 5.4939 -0.9083 2.1402
C 3.1035 -1.0002 5.8975
C 7.7509 -0.3152 1.1671
C 4.7058 -1.7012 3.1687
C 1.6703 3.1959 0.8724
C 1.4333 -1.9482 4.5194
C -3.1949 0.6608 0.9294
C -4.4180 0.9483 -1.2045
C 0.5896 -0.8765 4.8045
H 1.1440 1.2541 -6.7273
H 5.1286 -1.5662 4.1689
H -2.3595 -0.4367 3.2312
H -1.1863 0.8237 3.6305
H 5.3502 0.1524 2.3648
H -5.2977 -1.0568 0.5566
H -2.8312 1.7693 -6.7191
H -2.4186 2.9120 -3.2337
H -4.8418 -1.7312 -1.0328
H -1.1073 1.4459 -6.8979
H -0.9697 -1.6425 -5.0511
H 8.3669 -4.6472 2.7638
H 7.6750 0.7213 1.5019
H -3.6606 2.4880 -4.4318
H -2.1606 0.0487 4.9262
H 7.4016 -1.1910 3.1118
H -2.7441 -0.6667 -2.0113
H 1.9359 2.4985 -1.5941
H 4.1024 -1.0142 6.3165
H 5.5093 -5.6271 3.2101
H 2.1372 0.2271 -4.7003
H 7.4548 -7.3275 1.5778
H 0.0751 3.1445 -0.5958
H -2.0382 -0.2988 -4.6013
H 3.6794 -1.3413 3.2186
H 4.9471 -6.8976 2.1730
H 0.4541 4.7579 0.0002
H 8.8108 -0.5763 1.1132
H 1.0836 -3.4897 3.0747
H 5.0513 -1.0725 1.1535
H 1.5554 3.1407 1.9570
H -0.9932 -1.0661 -3.3761
H 3.3171 0.2999 0.8008
H 9.2659 -6.1538 2.9325
H 8.3122 -6.0985 0.6766
H 2.6157 0.8732 6.8161
H 5.5007 -3.6607 3.2055
H 1.5929 2.9380 -7.0701
H -5.3087 1.2689 -0.6621
H 0.3414 1.0006 5.8233
H -1.2088 2.8338 1.1817
H 2.8086 3.2042 -4.1536
H -4.7336 0.5031 -2.1575
H 1.8692 4.4716 -4.9824
H -2.6802 3.9515 -4.6511
H 1.4104 -0.7606 -3.4532
H 7.3367 -0.3561 0.1580
H 6.4721 -4.4659 1.1255
H -3.8471 -2.0539 0.4095
H 1.4083 -1.3213 -5.1580
H 3.6048 2.3374 -0.9794
H 2.6989 1.8809 -6.1757
H 7.6830 -5.9901 3.6774
H 3.4070 -5.4339 1.1449
H 2.4806 3.9239 0.6666
H 5.9510 -5.8449 0.1909
H 7.1162 -2.2770 1.7643
H -3.7890 1.8157 -1.4075
H 3.7779 1.8146 1.6166
H 1.3091 3.8003 -3.4322
H 3.3662 -2.8512 4.8074
H -1.6948 3.1225 -6.8729

=====

130
Properties=species:S:1:pos:R:3 method="wB97M-V/def2-TZVPD" total_charge=0 multiplicity=1
I -3.5940 5.3030 -3.3320
I -6.8080 5.7695 -1.6686
Cl 0.8076 8.9968 -0.7823
S -1.9395 7.8417 3.0577
S -2.6849 8.8273 -0.1649
P 0.7073 7.3934 0.5297
Si -1.5673 7.2457 0.9439
Si -2.2783 4.6068 -0.3250
F -3.0555 -1.5775 0.9498
F -1.3135 0.4971 1.3764
F -3.2056 -1.0047 -1.1308
O 1.1089 -6.4310 0.2315
O -3.3051 -9.4984 3.3242
O -1.1599 1.3619 5.4576
O -2.2190 5.7657 0.8735
O 1.1529 8.0967 1.9366
O 2.0078 -1.3996 -5.0010
O 2.1268 -8.4495 0.3374
O 6.4900 -1.7487 -7.7691
O 1.4108 -3.4264 -4.2069
O 8.3670 -0.7563 -6.9868
O -3.0786 -10.4533 5.2465
O -1.1702 6.8390 3.7731
O 1.9822 -7.4633 -1.5770
O -4.1577 -8.4666 5.1441
O 1.6971 4.8961 2.1488
O 7.4092 0.0750 -8.7321
O -2.0066 9.9898 0.3975
O -3.3651 7.8677 3.2997
O -4.1083 8.7331 0.0809
O 0.2149 0.1350 4.1534
O 0.0850 2.2593 3.7933
O 0.3955 -1.5060 -3.5709
O 0.4482 4.0586 0.5567
C 1.8569 -8.5110 1.7478
C -3.3099 -10.5055 6.6649
C -2.2789 1.7643 -0.4433
C 1.6797 -7.3594 -0.2843
C -3.9268 4.7309 -1.2866
C -4.7321 -10.8979 6.9987
C -0.3642 1.2702 4.5582
C -2.3885 2.9514 0.5353
C -0.4473 -2.2441 -2.6661
C -2.7827 -0.6492 0.0656
C -4.9387 5.6096 -0.5464
C -2.1406 0.4793 0.3149
C 1.6318 4.1783 1.2096
C 2.7913 3.3564 0.7223
C 0.4738 3.9321 -0.8767
C -1.2677 9.4371 3.4123
C -0.7875 4.5630 -1.4750
C 8.9947 -3.0688 -6.4748
C 8.4651 -1.7516 -5.9530
C 3.0556 -2.0327 -5.7444
C -0.1303 -1.0131 4.9307
C 1.2830 -2.2286 -4.2507
C 0.2955 4.1416 5.3404
C 0.2800 -2.6279 -1.3957
C -3.8556 -8.4488 2.5224
C 6.4034 0.0095 -9.7474
C -5.3003 4.9951 0.8094
C 0.4157 -8.8616 2.0418
C -3.5743 -9.3836 4.6261
C -0.3971 3.5808 4.1215
C 7.3406 -0.8960 -7.8217
C 1.4980 -6.3825 -2.3825
C -2.3752 8.8331 -1.9165
H -1.2099 -1.1352 4.9843
H 9.1347 -3.7668 -5.6495
H 3.4811 -1.2678 -6.3864
H -2.0193 9.8373 -2.1509
H 3.2432 2.8686 1.5852
H 8.3032 -3.5132 -7.1886
H 0.2646 -8.9826 3.1144
H -4.6047 6.6405 -0.4677
H -3.4659 -8.5852 1.5180
H 9.9514 -2.9207 -6.9766
H 2.6666 -2.8462 -6.3518
H 1.8136 8.7814 1.7510
H 1.3776 4.1192 5.2021
H -1.2654 -1.5674 -2.4344
H -4.5988 5.3201 1.5821
H -3.3034 8.6272 -2.4506
H -4.9875 -11.8433 6.5187
H -3.0405 -9.5498 7.1138
H 0.5585 2.8789 -1.1588
H 2.5212 -9.2875 2.1220
H -4.9420 -8.5179 2.5052
H -1.4575 1.9009 -1.1558
H 0.1393 -9.7904 1.5413
H 3.8229 -2.4090 -5.0700
H 2.4964 2.6032 -0.0063
H 0.4105 -6.4057 -2.4305
H -3.3744 2.8949 1.0105
H 0.7031 -1.7420 -0.9190
H -4.8443 -11.0093 8.0771
H -0.2565 -8.0820 1.6857
H 6.5591 -0.8635 -10.3787
H 9.1536 -1.3245 -5.2267
H 0.2807 -0.9296 5.9358
H -0.4064 -3.1084 -0.6981
H -0.5817 9.3159 4.2523
H -0.5296 5.5426 -1.8914
H -0.7277 9.8383 2.5570
H -1.1027 3.9573 -2.3306
H -2.6120 -11.2570 7.0286
H 1.0951 -3.3186 -1.6005
H -0.1633 4.1892 3.2542
H -1.4808 3.5667 4.2396
H 1.3600 4.4330 -1.2750
H -5.3426 3.9064 0.7419
H 2.1448 -7.5701 2.2166
H -6.2903 5.3257 1.1219
H -0.8621 -3.1132 -3.1760
H -1.6598 2.8899 1.3448
H -0.0196 5.1714 5.5011
H 1.9098 -6.5282 -3.3757
H -3.2029 1.6771 -1.0219
H 6.5162 0.9149 -10.3356
H -4.3488 3.7250 -1.3474
H -2.0903 10.0943 3.6932
H 1.8307 -5.4259 -1.9903
H 3.5210 4.0230 0.2573
H 0.0579 3.5593 6.2305
H -1.6176 8.0852 -2.1567
H 7.4961 -1.8708 -5.4686
H 0.3139 -1.8628 4.4202
H 5.4095 -0.0263 -9.3071
H -3.5526 -7.4725 2.8940
H -5.4365 -10.1423 6.6551

=====

For the records above, the corresponding electronic energy values read -5884.65043, -2661.78503, -6151.05196, -6097.79536 hartree.